No. 1
Molecular formula: C22H32N9O3Ru
Method: DFT, ωB97M-V/def2-TZVPD

The geometry in XYZ format:
```
67
C22H32N9O3Ru, DFT ωB97M-V/def2-TZVPD
Ru 0.338 -0.093 -1.120
N 0.025 2.196 -0.106
C 0.177 2.249 1.336
C -0.878 3.097 2.065
C -2.256 2.421 2.191
C -2.797 2.488 3.626
N -2.019 1.684 4.549
C -2.040 0.358 4.628
N -1.127 -0.264 5.369
N -3.002 -0.359 4.041
C 0.125 0.786 1.953
O 0.235 0.709 3.165
O -0.068 -0.142 1.135
H 0.641 2.845 -0.583
H -0.937 2.372 -0.385
H 1.174 2.625 1.583
H -0.977 4.060 1.561
H -0.476 3.290 3.060
H -2.181 1.373 1.894
H -2.986 2.901 1.539
H -3.839 2.162 3.652
H -2.772 3.519 3.985
H -1.202 2.131 4.940
H -0.253 0.199 5.574
H -1.098 -1.270 5.388
H -3.824 0.073 3.657
H -3.022 -1.357 4.168
N -2.656 1.566 -3.992
C -3.643 1.339 -3.081
C -3.033 0.829 -1.968
N -1.699 0.748 -2.189
C -1.484 1.187 -3.423
C -0.163 1.232 -3.983
N 0.919 0.943 -3.263
C 1.983 1.077 -4.094
C 1.548 1.455 -5.334
N 0.194 1.549 -5.250
H -2.800 1.941 -4.917
H -4.672 1.551 -3.277
H -3.463 0.501 -1.043
H 2.987 0.900 -3.763
H 2.080 1.682 -6.235
H -0.411 1.785 -6.019
C 4.608 -1.207 0.074
C 3.240 -0.550 0.152
O 2.785 -0.185 -1.153
H 4.934 -1.497 1.067
H 5.339 -0.523 -0.355
H 4.557 -2.096 -0.550
H 3.267 0.339 0.797
H 2.491 -1.250 0.542
H 3.404 0.465 -1.512
C -0.677 -2.042 -2.006
C 0.292 -2.705 -1.235
C 1.547 -3.115 -1.795
C 2.352 -4.003 -1.138
C 1.969 -4.510 0.118
C 0.778 -4.067 0.726
C -0.033 -3.180 0.079
C 2.741 -5.497 0.757
N 3.346 -6.324 1.273
H -1.700 -2.009 -1.647
H -0.521 -1.938 -3.076
H 1.819 -2.759 -2.778
H 3.271 -4.353 -1.584
H 0.513 -4.461 1.696
H -0.972 -2.866 0.516
```

Properties
Strongest force on any atom, eV Å⁻¹: 2.80
Net charge: +2
LUMO (alpha / beta), Ha: -0.2112 / -0.2430
Expectation value of S²: 1.04
Multiplicity: 2
Total energy, hartree: -1670.44263
HOMO level (alpha / beta), eV: -12.760 / -13.904
HOMO-LUMO gap (alpha / beta), eV: 7.01 / 7.29

=====

No. 2
Molecular formula: C22H32PdS2Sb
Method: DFT, ωB97M-V/def2-TZVPD

The geometry in XYZ format:
```
58
C22H32PdS2Sb, DFT ωB97M-V/def2-TZVPD
Pd 0.338 -0.581 -0.751
S -0.418 0.849 -2.442
C 0.520 0.360 -3.844
C 0.354 1.032 -5.058
C 1.079 0.676 -6.182
C 1.992 -0.373 -6.106
C 2.162 -1.045 -4.908
C 1.435 -0.696 -3.764
S 1.700 -1.598 -2.281
H -0.360 1.846 -5.103
H 0.934 1.213 -7.113
H 2.567 -0.665 -6.976
H 2.869 -1.864 -4.838
C -0.918 1.481 4.010
C -0.738 0.333 3.023
C -1.617 -0.863 3.383
Sb -1.015 0.808 0.925
C -3.166 0.998 0.764
C -3.474 1.687 -0.565
C -3.892 1.669 1.924
C -0.305 2.837 0.707
C -1.078 3.966 1.378
C 1.176 2.842 1.077
H -0.746 1.127 5.033
H -1.928 1.896 3.975
H -0.218 2.295 3.822
H 0.304 0.005 3.054
H -2.678 -0.608 3.350
H -1.396 -1.206 4.399
H -1.455 -1.705 2.708
H -3.495 -0.044 0.697
H -3.146 2.730 -0.553
H -4.553 1.686 -0.754
H -2.976 1.201 -1.405
H -3.550 2.693 2.082
H -3.768 1.129 2.863
H -4.966 1.715 1.711
H -0.373 2.952 -0.379
H -1.128 3.855 2.462
H -2.099 4.039 1.001
H -0.587 4.924 1.171
H 1.332 2.662 2.145
H 1.624 3.812 0.839
H 1.719 2.075 0.519
C 1.058 -1.812 0.808
C 1.899 -2.980 0.445
C 1.326 -4.209 0.104
C 2.105 -5.304 -0.228
C 3.491 -5.205 -0.239
C 4.078 -3.989 0.080
C 3.293 -2.895 0.413
H 1.618 -1.162 1.488
H 0.170 -2.169 1.338
H 0.244 -4.290 0.086
H 1.628 -6.242 -0.491
H 4.102 -6.059 -0.506
H 5.157 -3.886 0.060
H 3.762 -1.944 0.641
```

Properties
Strongest force on any atom, eV Å⁻¹: 0.15
Net charge: -1
LUMO, Ha: 0.0980
Total energy, hartree: -2022.08970
HOMO level, eV: -3.569
HOMO-LUMO gap, eV: 6.24

=====

No. 3
Molecular formula: C22H33Al2CsF13KN2O10SV
Method: DFT, ωB97M-V/def2-TZVPD

The geometry in XYZ format:
```
86
C22H33Al2CsF13KN2O10SV, DFT ωB97M-V/def2-TZVPD
C 2.458 -0.391 1.005
C 1.106 -0.275 0.036
C 1.563 0.303 -1.452
N 1.967 1.759 -1.450
C 0.806 2.700 -1.224
C -0.650 2.414 -1.915
C -1.632 1.396 -1.089
C -2.436 1.716 0.303
N -1.789 0.113 -1.628
C 0.891 3.260 0.323
O 1.922 4.348 0.401
S 2.451 4.863 -1.173
O 2.295 6.411 -1.440
O 3.943 4.530 -1.563
O 1.260 3.903 -1.999
H 3.305 -1.013 0.488
H 2.814 0.732 1.161
H 2.182 -0.798 2.082
H 0.367 0.430 0.609
H 0.652 -1.375 -0.055
H 2.547 -0.313 -1.730
H 0.787 0.054 -2.294
H 2.559 2.024 -2.268
H -1.216 3.462 -1.960
H -0.523 2.096 -3.058
H -2.012 2.608 0.932
H -3.579 1.921 0.027
H -2.458 0.694 0.917
H -2.430 -0.453 -1.030
H -0.088 3.878 0.514
H 1.263 2.549 1.176
Al -3.179 -0.543 0.470
F 1.223 10.944 -1.583
Al 1.321 9.704 -0.280
F 2.483 10.252 0.983
F 1.885 8.143 -0.978
F -0.306 9.479 0.459
F -1.079 1.077 -4.561
O 1.242 -4.946 3.866
C 1.051 -4.205 2.766
C -0.209 -3.241 2.986
O -0.411 -2.514 1.879
H 0.850 -4.747 1.825
H 1.879 -3.542 2.457
H 0.002 -2.687 3.918
H -1.034 -3.899 3.311
C -0.589 -3.481 -6.025
C 0.751 -4.132 -5.648
C 0.643 -5.533 -5.054
F -0.078 -5.563 -3.914
F 1.875 -6.016 -4.742
F 1.437 -3.295 -4.825
F 1.497 -4.212 -6.796
O -1.146 -2.579 -5.064
C -1.893 -3.191 -4.014
C -1.241 -3.016 -2.637
F 0.018 -3.522 -2.608
F -1.944 -3.672 -1.675
F -2.124 -4.487 -4.330
F -3.111 -2.583 -4.024
H -0.391 -2.851 -6.901
H -1.326 -4.212 -6.377
H 0.191 -6.228 -5.770
H -1.184 -1.959 -2.361
K 3.121 5.316 -3.810
Cs -5.279 -0.647 -1.494
C 2.601 -2.560 5.859
O 1.896 -2.075 4.848
H 2.537 -2.026 6.822
H 2.377 -3.591 6.182
H 3.695 -2.619 5.730
O 2.253 -4.787 -0.195
V 2.321 -6.533 -0.374
O 2.390 -8.280 -0.552
C -2.016 0.958 4.941
C -1.624 2.064 4.186
C -2.389 3.230 4.207
C -3.541 3.294 4.991
C -3.931 2.190 5.748
C -3.171 1.020 5.720
H -1.422 0.049 4.922
H -0.722 2.016 3.581
H -2.087 4.089 3.614
H -4.134 4.204 5.011
H -4.828 2.240 6.360
H -3.478 0.158 6.306
```

Properties
Strongest force on any atom, eV Å⁻¹: 9.25
Net charge: +1
LUMO, Ha: -0.3034
Total energy, hartree: -5464.32615
HOMO level, eV: -10.348
HOMO-LUMO gap, eV: 2.09

=====

No. 4
Molecular formula: C22H33Br2F2IOSi2
Method: DFT, ωB97M-V/def2-TZVPD

The geometry in XYZ format:
```
63
C22H33Br2F2IOSi2, DFT ωB97M-V/def2-TZVPD
C -4.129 3.629 -0.498
C -3.663 2.273 0.061
C -2.156 2.244 0.323
I -1.641 0.408 1.333
Si -1.102 2.366 -1.228
O -0.768 0.869 -1.824
Si -0.560 0.433 -3.397
C -2.157 -0.168 -4.145
C -3.376 0.756 -3.985
C -3.244 1.966 -4.907
C -4.695 0.009 -4.259
C 0.657 -1.008 -3.365
Br 2.313 -0.424 -2.532
C 0.864 -1.677 -4.710
C 1.722 -0.916 -5.699
Br 1.606 -3.486 -4.477
H -5.015 3.985 0.028
H -3.360 4.398 -0.392
H -4.376 3.567 -1.558
H -4.197 2.044 0.985
H -3.913 1.467 -0.633
H -1.868 3.006 1.047
H -1.880 3.091 -2.262
H 0.145 3.108 -0.953
H 0.026 1.559 -4.165
H -1.991 -0.351 -5.214
H -2.365 -1.143 -3.688
H -3.411 1.114 -2.950
H -2.413 2.617 -4.626
H -4.155 2.567 -4.894
H -3.083 1.633 -5.936
H -5.351 0.020 -3.388
H -4.516 -1.039 -4.507
H -5.241 0.452 -5.094
H 0.240 -1.738 -2.670
H -0.121 -1.861 -5.138
H 1.815 -1.477 -6.627
H 2.717 -0.744 -5.297
H 1.261 0.051 -5.920
F 1.527 1.555 4.299
C 2.463 0.922 3.555
C 3.644 0.547 4.161
C 4.592 -0.116 3.393
C 4.352 -0.382 2.051
C 3.154 0.013 1.473
C 2.191 0.671 2.226
H 3.809 0.764 5.207
H 5.521 -0.428 3.851
H 5.095 -0.900 1.460
H 2.955 -0.196 0.429
H 1.245 0.971 1.797
F 3.519 -0.582 7.126
C 3.041 -1.843 7.036
C 3.658 -2.841 7.762
C 3.157 -4.132 7.656
C 2.069 -4.400 6.838
C 1.474 -3.372 6.119
C 1.957 -2.075 6.213
H 4.506 -2.605 8.389
H 3.623 -4.930 8.219
H 1.686 -5.409 6.759
H 0.627 -3.578 5.477
H 1.514 -1.255 5.665
```

Properties
Strongest force on any atom, eV Å⁻¹: 0.30
Net charge: 0
LUMO, Ha: 0.0115
Total energy, hartree: -7157.88133
HOMO level, eV: -9.023
HOMO-LUMO gap, eV: 9.34

=====

No. 5
Molecular formula: C22H33BrGe2MnN
Method: DFT, ωB97M-V/def2-TZVPD

The geometry in XYZ format:
```
60
C22H33BrGe2MnN, DFT ωB97M-V/def2-TZVPD
Mn 0.213 0.080 -0.358
C 1.733 -0.943 3.974
C 1.458 -0.430 2.559
Ge -0.458 -0.733 2.112
C -1.594 0.719 2.794
C -2.102 0.456 4.212
C -1.025 -2.519 2.614
C -1.612 -3.151 1.584
Ge -1.495 -1.939 0.051
C -0.069 -2.290 -1.309
C -0.401 -3.404 -2.312
C -3.203 -1.368 -0.741
C -4.168 -2.542 -0.917
C -2.323 -4.438 1.682
C -2.816 -4.883 2.912
C -3.475 -6.096 3.009
C -3.664 -6.880 1.878
C -3.201 -6.437 0.649
C -2.544 -5.220 0.553
H 2.765 -0.748 4.267
H 1.569 -2.018 4.043
H 1.090 -0.460 4.711
H 2.121 -0.942 1.857
H 1.672 0.640 2.498
H -2.431 0.854 2.106
H -1.025 1.651 2.754
H -2.691 -0.461 4.257
H -2.737 1.270 4.562
H -1.282 0.356 4.926
H -0.963 -2.970 3.601
H 0.849 -2.544 -0.764
H 0.150 -1.418 -1.961
H -0.541 -4.360 -1.813
H 0.406 -3.529 -3.034
H -1.307 -3.164 -2.869
H -2.994 -0.863 -1.685
H -3.636 -0.606 -0.090
H -3.776 -3.293 -1.605
H -5.117 -2.192 -1.324
H -4.376 -3.040 0.031
H -2.700 -4.267 3.794
H -3.852 -6.425 3.967
H -4.183 -7.825 1.955
H -3.357 -7.033 -0.241
H -2.208 -4.887 -0.422
N 2.152 0.981 -0.324
C 2.543 1.005 -1.727
C 3.071 -0.153 -2.282
C 3.384 -0.172 -3.634
C 3.159 0.952 -4.415
C 2.626 2.099 -3.845
C 2.311 2.134 -2.496
H 2.861 0.491 0.219
H 2.104 1.927 0.052
H 3.257 -1.027 -1.667
H 3.806 -1.065 -4.073
H 3.402 0.936 -5.468
H 2.449 2.973 -4.456
H 1.873 3.020 -2.054
Br -1.212 1.674 -1.455
```

Properties
Strongest force on any atom, eV Å⁻¹: 0.67
Net charge: +1
LUMO (alpha / beta), Ha: -0.0929 / -0.1353
Expectation value of S²: 8.76
Multiplicity: 6
Total energy, hartree: -8791.50870
HOMO level (alpha / beta), eV: -11.343 / -11.349
HOMO-LUMO gap (alpha / beta), eV: 8.81 / 7.67

=====

No. 6
Molecular formula: C22H33FN4O3
Method: DFT, ωB97M-V/def2-TZVPD

The geometry in XYZ format:
```
63
C22H33FN4O3, DFT ωB97M-V/def2-TZVPD
O -3.354 -2.613 -0.709
C -2.893 -2.270 0.364
N -3.305 -1.168 1.021
H -2.788 -0.858 1.831
C -4.232 -0.229 0.432
C -3.533 0.998 -0.159
C -2.821 1.822 0.913
C -2.370 3.193 0.413
C -1.309 3.176 -0.686
N -0.064 2.480 -0.364
C 0.888 2.690 -1.452
C 2.215 1.994 -1.154
O 2.771 2.430 0.058
C 1.863 2.212 1.115
C 0.541 2.939 0.884
H -0.125 2.702 1.713
H 0.721 4.027 0.857
H 2.350 2.582 2.018
H 1.664 1.138 1.229
H 2.945 2.228 -1.933
H 2.064 0.905 -1.120
H 0.464 2.287 -2.376
H 1.080 3.767 -1.597
H -1.718 2.690 -1.577
H -1.093 4.227 -0.952
H -2.006 3.777 1.260
H -3.234 3.724 0.005
H -3.513 1.983 1.744
H -1.962 1.271 1.297
H -4.289 1.614 -0.652
H -2.822 0.663 -0.914
H -4.761 -0.770 -0.356
H -4.949 0.081 1.198
C -1.838 -3.075 1.109
H -2.063 -3.038 2.175
H -1.883 -4.108 0.763
C -0.383 -2.572 0.892
N 0.209 -3.203 -0.267
C -0.246 -2.601 -1.499
C 0.031 -1.094 -1.580
N -0.238 -0.444 -0.317
C -0.382 -1.046 0.867
O -0.563 -0.402 1.894
H -0.235 0.587 -0.304
H 1.077 -0.916 -1.862
H -0.606 -0.644 -2.348
H -1.323 -2.776 -1.566
H 0.232 -3.106 -2.340
C 1.619 -3.527 -0.168
C 2.596 -2.375 -0.061
C 2.816 -1.740 1.155
C 3.726 -0.700 1.224
C 4.434 -0.263 0.120
C 4.213 -0.901 -1.089
C 3.307 -1.944 -1.177
H 3.158 -2.442 -2.125
H 4.757 -0.585 -1.966
H 5.129 0.554 0.215
F 3.941 -0.109 2.417
H 2.306 -2.046 2.054
H 1.734 -4.170 0.711
H 1.866 -4.122 -1.052
H 0.185 -2.883 1.774
```

Properties
Strongest force on any atom, eV Å⁻¹: 0.62
Net charge: 0
SMILES string: O=C(C[C@@H]1C(=O)NCCN1Cc1cccc(F)c1)NCCCCCN1CCOCC1
LUMO, Ha: 0.0269
Total energy, hartree: -1402.76771
HOMO level, eV: -8.317
HOMO-LUMO gap, eV: 9.05

=====

No. 7
Molecular formula: C22H33N3O
Method: DFT, ωB97M-V/def2-TZVPD

The geometry in XYZ format:
```
59
C22H33N3O, DFT ωB97M-V/def2-TZVPD
C -1.812 -1.187 2.148
N -2.168 -1.199 0.750
C -1.008 -1.139 -0.122
H -1.299 -0.703 -1.079
C -0.479 -2.552 -0.384
H -1.315 -3.166 -0.721
H -0.093 -2.992 0.536
C 0.626 -2.598 -1.442
N 1.898 -2.095 -0.976
C 2.838 -2.920 -0.460
O 2.678 -4.120 -0.366
C 4.129 -2.228 -0.060
H 4.862 -3.010 0.141
H 4.479 -1.624 -0.898
C 3.978 -1.347 1.192
C 3.218 -0.085 0.951
C 2.056 0.305 1.554
N 1.665 1.540 1.109
C 2.587 1.979 0.202
C 2.638 3.166 -0.519
C 3.710 3.355 -1.364
C 4.715 2.391 -1.488
C 4.669 1.212 -0.780
C 3.589 0.985 0.076
H 5.461 0.484 -0.874
H 5.544 2.583 -2.153
H 3.782 4.267 -1.938
H 1.869 3.917 -0.417
C 0.529 2.287 1.565
H 0.845 3.230 2.019
H -0.145 2.510 0.734
H -0.010 1.704 2.310
H 1.474 -0.218 2.290
H 3.486 -1.922 1.979
H 4.982 -1.088 1.543
H 2.040 -1.098 -0.924
H 0.801 -3.641 -1.722
H 0.328 -2.033 -2.329
H -0.211 -0.511 0.304
C -3.293 -0.340 0.415
C -3.980 -0.821 -0.867
C -5.257 -0.024 -1.116
C -4.942 1.465 -1.225
C -4.247 1.957 0.041
C -2.972 1.160 0.300
H -2.506 1.508 1.225
H -2.269 1.324 -0.519
H -4.009 3.019 -0.053
H -4.924 1.841 0.891
H -5.863 2.031 -1.386
H -4.291 1.636 -2.086
H -5.736 -0.371 -2.034
H -5.955 -0.187 -0.292
H -4.205 -1.883 -0.768
H -3.313 -0.699 -1.722
H -4.013 -0.464 1.234
H -1.071 -1.962 2.332
H -1.396 -0.224 2.489
H -2.693 -1.410 2.749
```

Properties
Strongest force on any atom, eV Å⁻¹: 0.60
Net charge: 0
SMILES string: CN(CCCNC(=O)CCc1cn(C)c2ccccc12)C1CCCCC1
LUMO, Ha: 0.0223
Total energy, hartree: -1097.65167
HOMO level, eV: -7.978
HOMO-LUMO gap, eV: 8.58